Entry 1:
{
  "formula": "C5H5NOS",
  "method": "wB97M-V/def2-TZVPD",
  "species": ["N", "C", "H", "H", "C", "C", "H", "H", "O", "C", "C", "S", "H"],
  "positions_angstrom": [[-0.78493, 0.69976, 0.57187], [0.20597, 0.46305, -1.21686], [-0.10858, -1.36321, -0.00656], [-0.33451, -0.20416, -1.93044], [-1.24956, 0.90682, 1.83274], [-1.75781, 2.26585, 2.28586], [1.11084, 0.75811, -1.48099], [1.14974, -0.27361, 0.54090], [-1.30997, 2.51281, -0.68443], [0.17906, -0.28732, 0.16538], [-0.68895, 1.51573, -0.46250], [-2.71822, 3.46739, 2.50068], [-1.39594, 0.23000, 2.66678]],
  "forces_ev_per_a": [[0.183, -2.524, 4.715], [-4.332, -1.720, 1.559], [-0.329, 1.170, 0.774], [0.435, 1.228, 0.052], [-2.045, 5.397, 2.205], [0.732, -4.296, -1.467], [3.938, 1.327, -1.672], [1.354, 0.335, 1.630], [0.608, 0.447, -0.270], [-0.689, -1.526, -3.246], [-0.792, 0.497, -3.438], [0.187, 0.585, 0.004], [0.750, -0.921, -0.846]],
  "charge": 0,
  "e_above_lowest_kj_mol": 98.1,
  "spin_multiplicity": 3,
  "homo_lumo_gap_ev": [6.62, 8.40]
}


Entry 2:
{
  "formula": "C5H5O4",
  "method": "wB97M-V/def2-TZVPD",
  "species": ["H", "O", "O", "C", "O", "C", "H", "C", "H", "H", "O", "H", "C", "C"],
  "positions_angstrom": [[-1.91028, 1.70877, -0.07349], [2.47528, 1.48226, -0.11889], [-1.84355, -1.46713, -0.19617], [2.14321, 0.16205, 0.15131], [-0.26022, 0.16348, -0.02830], [0.97854, -0.49637, -0.03276], [0.31479, -2.34121, -0.33557], [-2.54042, 0.82868, -0.13733], [3.90821, 0.48945, 1.09053], [-3.17090, 0.67437, -1.09535], [0.98404, -1.86386, 0.13530], [-3.14069, 0.71206, 0.73599], [3.52603, 0.25267, 0.05638], [-1.46403, -0.30523, -0.15167]],
  "forces_ev_per_a": [[-0.707, 0.676, -0.354], [-0.664, -1.045, 0.605], [0.790, 0.001, -0.318], [-2.098, 1.500, -1.618], [0.569, 0.956, -0.137], [1.033, -0.692, 0.370], [-0.736, 0.209, -0.581], [1.418, -1.209, -1.959], [-0.114, -0.473, -0.552], [1.046, 0.673, 1.625], [0.475, -0.301, 1.163], [-0.513, -0.105, 0.541], [1.635, 0.275, 0.732], [-2.132, -0.465, 0.482]],
  "charge": -1,
  "e_above_lowest_kj_mol": 496.1,
  "spin_multiplicity": 1,
  "homo_lumo_gap_ev": 6.01
}


Entry 3:
{
  "formula": "C5H6",
  "method": "wB97M-V/def2-TZVPD",
  "species": ["H", "C", "H", "C", "C", "H", "C", "H", "H", "H", "C"],
  "positions_angstrom": [[-1.03102, -0.49489, 0.46421], [1.01377, 0.21179, -0.71451], [1.19436, 2.34545, 0.46112], [-2.07557, -0.38260, 0.76922], [1.40832, -0.99552, -0.55949], [-2.67136, -1.19398, 1.13464], [0.48471, 1.34824, -1.44439], [1.94283, -1.26188, 0.36708], [-2.38326, 0.58352, 1.14886], [1.12447, -1.75563, -1.39584], [0.99275, 1.59549, -0.23089]],
  "forces_ev_per_a": [[-0.668, -0.228, 0.037], [-0.416, 1.996, -1.104], [0.484, 0.658, 1.363], [0.506, 0.608, 0.458], [0.231, -3.552, -0.621], [-0.001, -0.513, -0.179], [0.974, -0.238, 2.421], [-0.305, -0.242, -0.755], [0.027, 0.102, -0.253], [0.732, 1.256, 1.868], [-1.565, 0.153, -3.235]],
  "charge": 0,
  "e_above_lowest_kj_mol": 701.6,
  "spin_multiplicity": 1,
  "homo_lumo_gap_ev": [9.07, 6.69]
}


Entry 4:
{
  "formula": "C5H6",
  "method": "wB97M-V/def2-TZVPD",
  "species": ["C", "H", "H", "C", "C", "H", "C", "C", "H", "H", "H"],
  "positions_angstrom": [[0.93680, 0.81878, 0.14082], [0.48120, 1.57688, -0.50028], [0.68501, -0.56452, -1.52541], [-2.41328, 0.13687, -0.18422], [-1.32266, -0.24437, 0.28541], [1.80009, 1.08710, 0.73703], [1.06957, -0.52038, -0.53165], [0.09338, -0.35330, 0.67612], [1.83764, -1.17776, -0.32315], [0.32245, -0.95799, 1.63387], [-3.49020, 0.19868, -0.40854]],
  "forces_ev_per_a": [[0.907, -1.151, 0.318], [-0.072, -0.181, 0.726], [-0.487, -0.312, -0.332], [1.903, -1.740, 1.641], [-2.481, 1.559, -1.148], [-0.218, 0.409, 0.055], [-1.910, 1.109, 0.913], [-0.551, -0.395, -0.829], [1.795, -0.883, 0.323], [-0.236, 1.473, -1.726], [1.351, 0.113, 0.058]],
  "smiles": "C#CC1CC1",
  "charge": 0,
  "e_above_lowest_kj_mol": 223.2,
  "spin_multiplicity": 1,
  "homo_lumo_gap_ev": 10.40
}


Entry 5:
{
  "formula": "C5H6AlCl2IrO4S",
  "method": "wB97M-V/def2-TZVPD",
  "species": ["H", "C", "H", "C", "H", "O", "H", "O", "H", "O", "Cl", "C", "Cl", "S", "Ir", "O", "C", "H", "Al", "C"],
  "positions_angstrom": [[1.98109, -3.80850, 0.54424], [-2.09936, 4.90969, -2.26259], [-1.71071, -2.40315, 1.98835], [1.59119, -2.96419, -0.00779], [2.26301, -2.86523, -0.86127], [2.00259, -1.94569, 2.41111], [0.61611, -3.23400, -0.39152], [-2.67331, 5.93807, -2.37640], [-0.50922, -3.31461, 1.04199], [0.27938, 5.79397, -4.28365], [-0.67626, 0.06620, -1.31192], [-0.64284, -2.45212, 1.72211], [0.34794, 2.97909, -0.72431], [1.82601, -1.50259, 0.98097], [-0.22246, -0.53877, 0.83873], [-0.96721, 0.07339, 3.68801], [0.17107, 4.80415, -3.66816], [0.00193, -2.59783, 2.63589], [-0.85656, 3.21353, -2.52530], [-0.72239, -0.15140, 2.56151]],
  "forces_ev_per_a": [[0.201, -0.280, 0.727], [-4.293, 7.565, -0.586], [0.188, 0.221, 0.135], [1.383, -0.502, -1.364], [0.173, 0.251, -0.235], [0.410, 0.791, -1.360], [-0.322, 0.534, -0.018], [3.770, -7.197, 0.886], [0.022, 0.908, 0.089], [-0.346, -6.013, 3.557], [0.366, 0.349, 0.570], [-0.919, -1.045, 0.841], [0.550, -0.441, 0.867], [0.541, -1.082, 1.821], [-0.838, -1.679, -3.125], [0.992, -1.153, -6.409], [0.569, 5.925, -3.705], [-0.901, 0.199, -0.658], [-0.534, 0.447, -1.682], [-1.014, 2.200, 9.650]],
  "charge": 4,
  "e_above_lowest_kj_mol": 415.4,
  "spin_multiplicity": 5,
  "homo_lumo_gap_ev": [4.85, 5.87]
}


Entry 6:
{
  "formula": "C5H6Br2N2",
  "method": "wB97M-V/def2-TZVPD",
  "species": ["N", "Br", "H", "H", "C", "C", "N", "C", "Br", "C", "H", "C", "H", "H", "H"],
  "positions_angstrom": [[-3.21472, 0.84223, 1.15613], [-1.88717, -1.34716, -1.79819], [2.39317, 0.72045, -0.33131], [0.31716, 1.79332, 0.69910], [1.44073, 0.12573, 0.03734], [-2.12880, 0.52567, 0.85630], [-0.76568, -0.22431, -0.88298], [-0.81471, 0.01369, 0.50942], [-0.55671, -1.88411, 1.58974], [0.36733, 0.77925, 0.89858], [0.83021, 0.43872, -2.18848], [0.65027, -0.30475, -1.29984], [0.54460, 0.70031, 1.91374], [1.84072, -0.78860, 0.46526], [0.98360, -1.39043, -1.62479]],
  "forces_ev_per_a": [[2.564, -0.510, -0.775], [-0.306, 0.010, 0.344], [-2.134, -0.650, 1.189], [-0.623, 2.122, -0.752], [1.756, 0.140, -2.944], [-2.756, 0.179, 1.418], [1.691, 0.432, 0.230], [-2.046, -1.796, -1.053], [-0.447, 0.864, -0.367], [1.790, -0.984, -1.171], [-0.339, -1.489, 1.615], [1.480, -0.195, -0.678], [0.406, -0.346, 2.076], [-0.171, 0.066, 0.291], [-0.865, 2.159, 0.579]],
  "smiles": "N#C[C@]1(Br)CCCN1Br",
  "charge": 0,
  "e_above_lowest_kj_mol": 104.3,
  "spin_multiplicity": 1,
  "homo_lumo_gap_ev": 9.02
}


Entry 7:
{
  "formula": "C5H6Br2O",
  "method": "wB97M-V/def2-TZVPD",
  "species": ["O", "C", "H", "H", "H", "C", "C", "H", "H", "C", "Br", "Br", "C", "H"],
  "positions_angstrom": [[2.18990, 0.26264, 1.74944], [0.88360, 0.55022, 2.04648], [0.72891, 0.66678, 3.10591], [0.55361, -0.83303, -1.94760], [-1.12147, -0.55747, -1.49265], [-0.04812, 0.64469, 1.10303], [2.44663, 0.06088, 0.43284], [-0.11209, -1.60028, -0.49055], [-1.06654, 0.83405, 1.39782], [-0.11407, -0.70018, -1.09845], [2.93160, -1.75169, 0.02869], [3.61999, 1.35011, -0.35684], [0.29930, 0.48356, -0.30629], [0.50599, 1.39125, -0.86176]],
  "forces_ev_per_a": [[0.547, -0.038, 0.210], [-0.334, 0.020, -0.227], [-0.008, -0.006, 0.073], [0.021, -0.054, -0.056], [-0.161, -0.011, -0.062], [0.013, 0.017, 0.180], [-3.320, 0.563, -1.472], [0.016, -0.098, 0.027], [-0.224, 0.073, 0.175], [-0.168, 0.059, -0.008], [0.077, 0.159, 0.118], [0.066, -0.056, 0.195], [3.543, -0.701, 0.910], [-0.070, 0.072, -0.063]],
  "charge": 0,
  "e_above_lowest_kj_mol": 0.7,
  "spin_multiplicity": 1,
  "homo_lumo_gap_ev": 8.82
}


Entry 8:
{
  "formula": "C5H6BrN",
  "method": "wB97M-V/def2-TZVPD",
  "species": ["H", "C", "C", "C", "H", "H", "Br", "C", "H", "C", "H", "H", "N"],
  "positions_angstrom": [[0.97967, 0.10917, 1.36820], [1.60888, 0.15226, -1.20218], [0.46335, -0.71661, -0.37869], [1.62429, 0.02528, -2.64262], [-1.68466, -0.39670, 1.60514], [-0.73391, -1.33184, 2.76004], [-0.56435, -1.83281, -1.58372], [0.23123, -0.59370, 0.92094], [-1.20800, -2.19593, 1.40114], [-0.90673, -1.20738, 1.71432], [1.71601, -0.66471, -3.44084], [2.32058, 0.52469, -0.54655], [1.12072, 1.11023, -2.19284]],
  "forces_ev_per_a": [[-0.956, -0.629, 0.093], [-3.403, -2.543, 1.098], [1.447, 1.327, -1.648], [-0.476, 1.544, 2.175], [0.096, -1.335, 0.212], [0.563, 0.328, 0.786], [0.221, 0.323, 0.629], [0.881, -0.145, -0.084], [-0.313, 0.067, -0.741], [-0.094, 1.723, -0.630], [0.260, 0.064, -0.915], [1.785, 0.248, 0.918], [-0.013, -0.973, -1.892]],
  "smiles": "C/C=C(\\Br)[C@H]1C=N1",
  "charge": 0,
  "e_above_lowest_kj_mol": 178.6,
  "spin_multiplicity": 1,
  "homo_lumo_gap_ev": 9.94
}


Entry 9:
{
  "formula": "C5H6BrN3O2",
  "method": "wB97M-V/def2-TZVPD",
  "species": ["H", "C", "H", "C", "H", "N", "C", "H", "O", "H", "N", "Br", "O", "H", "N", "C", "C"],
  "positions_angstrom": [[-1.56745, 0.56035, -2.34662], [-1.68271, 0.51175, -1.20234], [-1.87938, -0.02762, 1.51748], [-0.38437, 0.34014, -0.60805], [-2.14153, 1.51042, -1.00971], [1.18918, -0.32900, 1.06095], [1.85181, 0.73691, -0.94996], [-2.42936, -0.29335, -0.84966], [3.37424, -0.42754, 0.49984], [-1.70976, -1.53182, 0.66430], [0.59666, 0.81120, -1.32844], [3.22804, 1.54135, -2.02986], [1.34370, -0.81763, 2.25704], [-0.80910, -1.30428, 2.32832], [-0.07993, -0.39310, 0.49288], [-1.21119, -0.91415, 1.31429], [2.31113, 0.02637, 0.18954]],
  "forces_ev_per_a": [[-0.117, -0.569, 1.821], [-3.327, -0.503, -1.238], [0.547, -0.944, 0.120], [3.208, -0.137, -0.352], [0.379, -0.646, 0.414], [0.599, -0.483, 2.542], [1.521, 0.549, -0.908], [1.014, 1.356, -0.916], [0.634, 0.609, -0.156], [-1.271, -2.135, -0.756], [-0.075, 1.185, -0.528], [-0.741, -0.430, 0.418], [-0.261, 0.941, -2.444], [-0.791, 0.306, -2.163], [-2.723, -0.565, 0.729], [1.790, 2.817, 2.625], [-0.386, -1.350, 0.793]],
  "charge": 0,
  "e_above_lowest_kj_mol": 0.0,
  "spin_multiplicity": 3,
  "homo_lumo_gap_ev": [7.53, 7.96]
}


Entry 10:
{
  "formula": "C5H6BrNO2S",
  "method": "wB97M-V/def2-TZVPD",
  "species": ["H", "H", "N", "C", "H", "C", "H", "C", "C", "Br", "O", "H", "H", "S", "C", "O"],
  "positions_angstrom": [[0.05029, 2.50077, -1.19348], [-0.83085, -0.31123, 2.73401], [0.69320, -0.32092, -0.48648], [0.09755, 1.73670, -0.51155], [1.30392, -2.08294, 0.55123], [0.38252, -1.59068, 0.08441], [-0.29411, 2.04785, 0.39865], [-0.72223, -1.29835, 1.15042], [-0.49949, 0.33474, -0.93481], [-1.56634, -3.12020, 1.37252], [-0.12228, -0.80367, 2.30740], [-0.93557, 0.01063, -1.96462], [0.06042, -2.13304, -0.82072], [-1.87202, -0.30102, 0.20683], [1.34516, 0.87333, -0.16743], [2.28381, 1.09030, 0.56999]],
  "forces_ev_per_a": [[0.402, 1.770, -1.767], [0.091, 0.217, 0.499], [0.062, 1.171, -1.232], [0.665, -3.603, -1.303], [-1.379, 0.638, -0.581], [2.350, -0.675, 0.777], [-0.808, 0.489, 1.675], [1.159, -1.601, -1.298], [-1.956, 0.041, -0.423], [0.038, 0.458, 0.531], [-1.110, -0.286, -1.150], [1.218, 1.145, 1.458], [-0.345, -0.535, 1.066], [-0.043, 0.711, 0.257], [0.219, 0.434, 3.150], [-0.560, -0.373, -1.658]],
  "smiles": "O=C1C[C@@H]2S[C@@](O)(Br)CN12",
  "charge": 0,
  "e_above_lowest_kj_mol": 17.7,
  "spin_multiplicity": 1,
  "homo_lumo_gap_ev": 10.02
}